Molecular formula: C2H2Cl3NO
Method: DFT, the ωB97M-V functional and the def2-TZVPD basis

Each atom is followed by the atoms it is bonded to, with distances in Å.
Cartesian coordinates (Å):
1 C 1.33465 -1.91414 -0.55522  N3 1.347, O4 1.244
2 C -0.48650 1.71158 0.95044  Cl5 1.722, Cl6 1.787, Cl7 1.818, H8 1.085
3 N 0.05296 -1.83655 -0.96133  C1 1.347, O4 1.469, H9 1.095
4 O 1.02879 -2.89395 -1.25884  C1 1.244, N3 1.469
5 Cl -0.96184 2.25345 -0.61315  C2 1.722
6 Cl 1.29338 1.71000 1.10988  C2 1.787
7 Cl -1.10584 0.04123 1.31305  C2 1.818
8 H -0.91867 2.15733 1.84034  C2 1.085
9 H -0.23692 -1.22896 -1.82518  N3 1.095

Values from the calculation:
* multiplicity: 3
* lowest unoccupied orbital energy (alpha / beta): 0.58 / -2.21 eV
* Kohn-Sham gap (alpha / beta): 0.280 / 0.300 hartree
* ⟨S²⟩: 2.004
* strongest force on any atom: 6.51 eV/A
* total charge: 0
* relative energy (zero: lowest compared OMol25 entry of this formula, charge and spin): 449.9 kJ/mol
* HOMO energy (alpha / beta): -7.0307 / -10.3653 eV


Molecular formula: C2H2Cl3P
Method: DFT, the ωB97M-V functional and the def2-TZVPD basis

Each atom is followed by the atoms it is bonded to, with distances in Å.
Cartesian coordinates (Å):
1 C 1.51149 -0.01943 -0.32135  C2 1.348, H7 1.079, H8 0.992
2 C 0.32708 0.49444 0.06761  C1 1.348, Cl3 1.676, P4 1.943
3 Cl 0.10213 2.14500 0.25465  C2 1.676
4 P -0.99317 -0.85009 0.54097  C2 1.943, Cl5 2.183, Cl6 2.005
5 Cl -2.83553 -0.64985 1.69399  P4 2.183
6 Cl -2.02329 -0.52446 -1.14823  P4 2.005
7 H 1.63829 -1.08833 -0.39080  C1 1.079
8 H 2.27300 0.49271 -0.69683  C1 0.992

Values from the calculation:
* structure (SMILES): C=C(Cl)P(Cl)Cl
* lowest unoccupied orbital energy: -0.71 eV
* Kohn-Sham gap: 0.328 hartree
* strongest force on any atom: 5.12 eV/A
* total charge: 0
* relative energy (zero: lowest compared OMol25 entry of this formula, charge and spin): 126.9 kJ/mol
* HOMO energy: -9.6485 eV


Molecular formula: C2H2Cl4OSi
Method: DFT, the ωB97M-V functional and the def2-TZVPD basis

Each atom is followed by the atoms it is bonded to, with distances in Å.
Cartesian coordinates (Å):
1 C 1.09264 0.98639 0.77643  C2 1.493, O3 1.188
2 C 0.38493 0.43476 -0.41680  C1 1.493, Cl5 1.698, H9 1.070, H10 1.069
3 O 1.81612 0.48720 1.57611  C1 1.188
4 Si 1.07817 4.29269 -0.27390  Cl6 2.052, Cl7 1.988, Cl8 2.006
5 Cl -0.69359 1.34575 -1.36019  C2 1.698
6 Cl 3.09437 4.45024 0.07101  Si4 2.052
7 Cl -0.00954 5.48709 0.88548  Si4 1.988
8 Cl 0.59281 4.53966 -2.20466  Si4 2.006
9 H -0.04807 -0.47845 -0.06541  C2 1.070
10 H 1.28910 0.26279 -0.96092  C2 1.069

Values from the calculation:
* lowest unoccupied orbital energy (alpha / beta): -0.33 / -1.02 eV
* Kohn-Sham gap (alpha / beta): 0.282 / 0.267 hartree
* strongest force on any atom: 2.28 eV/A
* total charge: 0
* relative energy (zero: lowest compared OMol25 entry of this formula, charge and spin): 43.8 kJ/mol
* HOMO energy (alpha / beta): -7.9967 / -8.2871 eV